Entry 1:
{"formula": "C23H15BrN4O3", "method": "the ωB97M-V functional and the def2-TZVPD basis", "lumo_ha": -0.0210, "smiles": "O=C1/C(=C/c2ccccc2[N+](=O)[O-])N=C(c2ccccc2)N1/N=C/c1ccc(Br)cc1", "elements": ["O", "C", "C", "C", "C", "C", "C", "C", "C", "C", "N", "O", "O", "N", "C", "C", "C", "C", "C", "C", "C", "N", "N", "C", "C", "C", "C", "C", "Br", "C", "C", "H", "H", "H", "H", "H", "H", "H", "H", "H", "H", "H", "H", "H", "H", "H"], "positions_angstrom": [[1.326, 2.588, 0.106], [0.963, 1.495, -0.099], [1.753, 0.535, -0.853], [3.026, 0.623, -1.397], [3.381, -0.505, -2.475], [3.074, 0.069, -3.709], [3.256, -0.916, -4.802], [3.895, -2.141, -4.547], [4.195, -2.549, -3.262], [3.979, -1.662, -2.181], [4.086, -2.067, -0.847], [3.674, -3.195, -0.624], [4.718, -1.401, 0.055], [1.130, -0.701, -0.813], [0.066, -0.457, 0.025], [-0.676, -1.689, 0.397], [-1.589, -1.842, 1.511], [-2.279, -3.067, 1.584], [-2.298, -4.021, 0.525], [-1.433, -3.914, -0.539], [-0.667, -2.747, -0.595], [-0.223, 0.853, 0.268], [-1.348, 1.228, 0.968], [-1.515, 2.594, 1.078], [-2.445, 3.171, 2.136], [-3.503, 2.434, 2.487], [-4.501, 2.782, 3.395], [-4.245, 4.012, 4.123], [-5.415, 4.330, 5.548], [-3.090, 4.873, 3.781], [-2.226, 4.411, 2.656], [3.686, 1.469, -1.338], [2.609, 1.038, -3.827], [3.017, -0.699, -5.838], [4.214, -2.706, -5.423], [4.426, -3.608, -2.951], [-1.803, -0.978, 2.194], [-2.927, -3.162, 2.472], [-3.027, -4.831, 0.653], [-1.173, -4.612, -1.381], [0.038, -2.666, -1.413], [-0.884, 3.350, 0.552], [-3.466, 1.365, 2.087], [-5.384, 2.120, 3.688], [-2.964, 5.817, 4.335], [-1.429, 4.979, 2.289]]}

Entry 2:
{"formula": "C23H15Cl2N2O5S3W", "method": "the ωB97M-V functional and the def2-TZVPD basis", "total_charge": 1, "lumo_ha": -0.1844, "relative_energy_kj_mol": 162.5, "elements": ["W", "C", "O", "C", "C", "C", "C", "C", "C", "N", "N", "C", "O", "C", "C", "C", "C", "C", "C", "C", "O", "H", "H", "H", "H", "H", "H", "H", "H", "H", "H", "H", "H", "Cl", "C", "C", "C", "Cl", "C", "O", "C", "C", "O", "C", "H", "H", "H", "S", "C", "S", "S"], "positions_angstrom": [[-0.780, -0.072, -0.159], [-0.718, 1.195, -4.252], [-0.275, 2.518, -4.019], [0.418, 2.865, -2.914], [1.003, 4.128, -2.962], [1.725, 4.659, -1.898], [1.868, 3.934, -0.744], [1.295, 2.651, -0.640], [1.577, 1.863, 0.501], [0.996, 0.706, 0.704], [1.474, -0.073, 1.733], [0.926, -1.256, 1.705], [0.082, -1.531, 0.712], [1.151, -2.203, 2.786], [0.789, -3.546, 2.644], [0.907, -4.406, 3.719], [1.361, -3.936, 4.943], [1.742, -2.607, 5.083], [1.649, -1.743, 4.011], [0.555, 2.092, -1.732], [0.065, 0.857, -1.635], [-1.277, 1.246, -5.185], [-1.377, 0.826, -3.458], [0.127, 0.511, -4.368], [0.889, 4.688, -3.875], [2.183, 5.631, -1.991], [2.415, 4.326, 0.098], [2.349, 2.182, 1.197], [0.424, -3.894, 1.687], [0.640, -5.445, 3.602], [1.418, -4.607, 5.787], [2.108, -2.249, 6.032], [1.933, -0.707, 4.101], [-6.011, 2.244, -3.901], [-4.759, 2.019, -2.752], [-4.268, 3.107, -2.041], [-3.239, 2.918, -1.135], [-2.582, 4.239, -0.262], [-2.692, 1.647, -0.901], [-1.695, 1.511, 0.014], [-3.235, 0.536, -1.593], [-2.758, -0.873, -1.265], [-1.418, -1.079, -1.574], [-4.255, 0.744, -2.522], [-4.668, 4.096, -2.193], [-3.396, -1.634, -1.743], [-4.661, -0.091, -3.073], [-2.807, -1.136, 4.455], [-1.984, -0.166, 3.596], [-1.161, 0.898, 2.780], [-2.857, -1.086, 0.587]]}